(1)
Formula: C20H34ClO3PSn
Source: OMol25
Level of theory: ωB97M-V/def2-TZVPD

Output
Gap between HOMO and LUMO in eV: 4.656
Total charge: +2
Total energy in a.u.: -2023.3122

Structure (XYZ):
```
60
C20H34ClO3PSn ωB97M-V/def2-TZVPD
C -0.079 0.287 -6.403
C 1.279 0.746 -6.047
C -0.340 -1.161 -6.517
C -1.220 1.201 -6.183
Cl -0.376 -0.195 -3.181
H -0.343 -1.400 -7.610
H -1.326 -1.480 -6.105
H 0.434 -1.803 -6.038
H 1.767 1.071 -7.000
H 1.924 -0.043 -5.596
H 1.297 1.615 -5.350
H -1.471 1.644 -7.178
H -1.000 2.044 -5.489
H -2.140 0.699 -5.803
C 1.589 -1.463 0.527
C 1.244 -2.563 -0.310
C 1.416 -2.158 -1.663
H 0.968 -3.564 0.025
C 1.927 -0.809 -1.667
C 1.942 -0.345 -0.310
H 2.283 0.623 0.035
H 1.632 -1.465 1.609
H 1.316 -2.799 -2.541
H 2.338 -0.261 -2.505
C -2.329 0.698 -0.203
C -2.557 -0.482 0.586
C -2.770 -1.575 -0.295
H -2.594 -0.498 1.683
C -2.749 -1.088 -1.624
C -2.550 0.339 -1.572
H -2.661 1.056 -2.388
H -2.184 1.708 0.178
H -2.996 -2.610 0.002
H -2.979 -1.669 -2.528
Sn -0.411 -0.653 -0.835
C 0.166 -2.652 4.760
C -0.744 -1.801 3.914
O 0.071 -0.876 3.124
P -0.379 0.737 3.053
O 0.080 1.258 4.522
C 1.463 1.157 5.010
C 1.378 0.967 6.499
O 0.803 1.303 2.045
C 1.025 2.727 1.901
C -0.229 3.524 1.799
H 0.928 -3.165 4.153
H -0.437 -3.422 5.260
H 0.661 -2.057 5.532
H -1.334 -2.411 3.208
H -1.445 -1.241 4.555
H 1.972 0.308 4.524
H 1.983 2.091 4.750
H 0.938 -0.007 6.743
H 2.387 1.004 6.921
H 0.773 1.757 6.956
H 1.645 3.059 2.752
H 1.640 2.831 0.999
H -0.806 3.498 2.729
H 0.035 4.572 1.610
H -0.857 3.190 0.973
```


(2)
Formula: C20H34F5GaGeNO3
Source: OMol25
Level of theory: ωB97M-V/def2-TZVPD

Output
Gap between HOMO and LUMO (spin up / spin down) in eV: 9.463 / 9.699
Total charge: +2
Spin multiplicity: 2
Total energy in a.u.: -5563.5184

Structure (XYZ):
```
65
C20H34F5GaGeNO3 ωB97M-V/def2-TZVPD
Ga 0.341 -0.281 0.800
C 1.440 3.252 -1.353
C 1.514 1.734 -1.345
C 0.753 1.148 -2.517
C 2.947 1.241 -1.283
O 0.824 1.291 -0.111
Ge 0.907 2.118 1.709
O -0.731 0.900 1.740
C -1.901 0.824 2.649
C -1.695 1.891 3.707
C -1.901 -0.573 3.247
C -3.133 1.095 1.809
O 1.691 0.339 2.028
C 2.738 -0.088 2.976
C 2.628 -1.597 3.087
C 4.075 0.337 2.398
C 2.453 0.590 4.305
H 1.860 3.635 -2.283
H 2.020 3.685 -0.534
H 0.406 3.590 -1.285
H 1.247 1.425 -3.447
H -0.270 1.524 -2.546
H 0.724 0.056 -2.475
H 3.489 1.548 -2.178
H 2.993 0.150 -1.226
H 3.467 1.655 -0.418
H -0.805 1.687 4.308
H -2.552 1.908 4.380
H -1.615 2.883 3.259
H -0.907 -0.821 3.630
H -2.222 -1.313 2.508
H -2.593 -0.634 4.087
H -3.122 2.108 1.409
H -4.032 0.985 2.417
H -3.196 0.382 0.986
H 2.828 -2.076 2.125
H 1.636 -1.887 3.445
H 3.358 -1.975 3.802
H 4.243 -0.125 1.425
H 4.884 0.036 3.063
H 4.124 1.423 2.290
H 1.466 0.315 4.680
H 2.517 1.677 4.217
H 3.191 0.282 5.045
F -1.542 -0.638 -1.175
C -2.616 -1.447 -1.225
F -2.807 -2.038 -0.061
C -2.573 -2.395 -2.415
F -1.493 -3.201 -2.283
F -2.440 -1.707 -3.535
F -3.655 -3.144 -2.446
C 0.938 -6.263 -0.684
C 0.775 -4.821 -0.350
C 1.364 -3.817 -1.123
C 1.200 -2.499 -0.784
N 0.481 -2.128 0.297
C -0.090 -3.084 1.066
C 0.035 -4.415 0.768
H 1.251 -6.405 -1.715
H 0.014 -6.812 -0.506
H 1.703 -6.698 -0.035
H 1.945 -4.065 -2.001
H 1.643 -1.705 -1.372
H -0.657 -2.747 1.924
H -0.447 -5.145 1.405
```


(3)
Formula: C20H34N4NaSeSi3
Source: OMol25
Level of theory: ωB97M-V/def2-TZVPD

Output
Gap between HOMO and LUMO in eV: 4.594
Total charge: -1
Total energy in a.u.: -4433.7489

Structure (XYZ):
```
63
C20H34N4NaSeSi3 ωB97M-V/def2-TZVPD
Na -0.659 -0.231 0.707
C 0.534 3.296 -2.693
Si -0.362 2.268 -1.385
C -1.943 1.682 -2.132
C -0.918 3.453 -0.054
C 0.743 0.978 -0.739
Si 2.036 1.562 0.422
C 3.182 2.921 -0.202
C 3.230 0.086 0.869
C 1.465 2.118 2.095
Si 1.471 -0.168 -1.967
C 0.421 -0.545 -3.481
C 3.338 0.021 -2.593
C 1.542 -2.076 -1.222
C 2.348 -3.104 -1.724
C 2.149 -4.352 -1.222
C 1.234 -4.645 -0.223
C 0.480 -3.542 0.235
N 0.673 -2.308 -0.231
H -0.032 4.033 -3.296
H 1.003 2.595 -3.350
H 1.265 3.959 -2.143
H -2.796 2.402 -2.106
H -2.449 0.759 -1.757
H -1.661 1.707 -3.210
H -1.660 4.110 -0.554
H -0.133 4.096 0.353
H -1.458 2.967 0.812
H 3.084 3.207 -1.229
H 4.188 2.617 -0.136
H 2.946 3.889 0.331
H 3.759 -0.480 0.095
H 2.703 -0.627 1.494
H 3.996 0.555 1.532
H 1.060 3.173 2.204
H 2.331 2.113 2.756
H 0.839 1.375 2.607
H 0.035 0.279 -4.102
H -0.466 -1.123 -3.178
H 0.971 -1.298 -4.052
H 3.526 0.429 -3.598
H 3.825 -0.923 -2.412
H 3.756 0.746 -1.878
H 2.977 -2.879 -2.547
H 2.805 -5.198 -1.530
H 1.037 -5.674 0.217
H -0.184 -3.635 1.128
C -0.606 -1.400 2.925
H 0.450 -1.618 2.665
H -0.920 -2.316 3.470
H -0.627 -0.479 3.485
Se -6.161 -2.660 0.152
N -5.831 -3.051 1.882
C -5.078 -2.086 2.320
C -4.543 -1.928 3.675
C -3.778 -0.879 3.917
C -3.656 0.177 2.890
N -4.110 0.141 1.687
C -4.744 -1.019 1.320
N -5.179 -1.222 0.105
H -4.907 -2.663 4.422
H -3.385 -0.676 4.900
H -3.163 1.087 3.276
```


(4)
Formula: C20H34N6O2
Source: OMol25
Level of theory: ωB97M-V/def2-TZVPD

Output
Structure (SMILES): CC1=CC[C@H](C(=O)N(C)CC[C@H](C)NC(=O)c2cn(CCN(C)C)nn2)CC1
Gap between HOMO and LUMO in eV: 9.060
Total charge: 0
Total energy in a.u.: -1261.5035

Structure (XYZ):
```
62
C20H34N6O2 ωB97M-V/def2-TZVPD
C -3.950 4.311 3.070
C -3.825 2.824 2.913
C -4.886 2.026 2.831
C -4.813 0.537 2.635
C -3.426 0.112 2.153
C -3.269 -1.395 2.235
O -3.384 -1.944 3.321
N -2.957 -2.099 1.105
C -2.663 -3.516 1.229
C -2.884 -1.569 -0.248
C -1.463 -1.220 -0.704
C -1.032 0.217 -0.395
C -1.736 1.244 -1.267
N 0.408 0.356 -0.567
C 1.265 -0.013 0.426
O 0.881 -0.487 1.477
C 2.702 0.182 0.101
C 3.338 0.132 -1.114
N 4.634 0.339 -0.816
C 5.799 0.361 -1.684
C 5.997 -0.956 -2.419
N 4.987 -1.195 -3.440
C 4.910 -2.608 -3.774
C 5.235 -0.407 -4.636
N 4.791 0.514 0.505
N 3.635 0.412 1.062
C -2.362 0.772 3.034
C -2.419 2.283 2.860
H -3.425 4.832 2.265
H -4.992 4.631 3.062
H -3.494 4.642 4.007
H -5.878 2.462 2.902
H -5.039 0.009 3.566
H -5.574 0.226 1.912
H -3.294 0.485 1.137
H -2.707 -3.791 2.277
H -3.391 -4.106 0.666
H -1.665 -3.734 0.843
H -3.284 -2.347 -0.904
H -3.558 -0.722 -0.355
H -0.763 -1.901 -0.219
H -1.375 -1.376 -1.784
H -1.234 0.424 0.657
H -2.818 1.182 -1.157
H -1.433 2.257 -0.997
H -1.502 1.080 -2.323
H 0.760 0.895 -1.340
H 3.016 -0.079 -2.118
H 5.716 1.199 -2.375
H 6.644 0.552 -1.026
H 7.013 -0.969 -2.848
H 5.946 -1.763 -1.685
H 4.128 -2.767 -4.516
H 5.856 -2.994 -4.187
H 4.661 -3.185 -2.884
H 4.442 -0.584 -5.362
H 5.241 0.658 -4.406
H 6.199 -0.661 -5.108
H -2.565 0.496 4.071
H -1.366 0.390 2.796
H -1.961 2.575 1.906
H -1.819 2.772 3.633
```


(5)
Formula: C20H34N6O3
Source: OMol25
Level of theory: ωB97M-V/def2-TZVPD

Output
Structure (SMILES): CCOC(=O)[C@H]1CCCN(C(=O)CCCn2nnnc2CN2CCC(C)CC2)C1
Gap between HOMO and LUMO in eV: 9.720
Total charge: 0
Total energy in a.u.: -1336.7795

Structure (XYZ):
```
63
C20H34N6O3 ωB97M-V/def2-TZVPD
C 2.684 -0.649 -0.111
C 2.443 -1.673 -1.209
H 1.781 -2.472 -0.868
H 3.390 -2.100 -1.555
O 1.766 -1.077 -2.321
C 2.484 -0.303 -3.128
O 3.673 -0.138 -3.036
C 1.640 0.356 -4.211
H 2.313 1.042 -4.734
C 1.092 -0.671 -5.212
C -0.032 -1.501 -4.602
H 0.360 -2.132 -3.805
C -1.110 -0.582 -4.024
N -0.541 0.321 -3.050
C -0.762 0.342 -1.716
O -0.192 1.135 -0.986
C -1.755 -0.672 -1.165
C -2.134 -0.352 0.282
H -1.312 0.181 0.764
C -2.428 -1.618 1.088
N -1.215 -2.342 1.329
C -0.366 -2.293 2.386
N 0.660 -3.065 2.108
N 0.437 -3.570 0.903
N -0.664 -3.154 0.427
C -0.602 -1.474 3.600
N -0.625 -0.070 3.224
C -1.344 0.775 4.157
C -1.484 2.173 3.563
C -0.110 2.786 3.292
C -0.237 4.161 2.647
H 0.746 4.597 2.486
H -0.812 4.833 3.282
H -0.737 4.080 1.685
C 0.680 1.830 2.399
C 0.722 0.438 3.017
H 1.249 -0.251 2.354
H 1.275 0.473 3.974
H 1.701 2.191 2.268
H 0.214 1.781 1.413
H 0.417 2.891 4.248
H -2.053 2.803 4.250
H -2.034 2.103 2.623
H -2.336 0.345 4.327
H -0.827 0.836 5.132
H -1.575 -1.746 4.026
H 0.178 -1.712 4.340
H -3.109 -2.277 0.542
H -2.865 -1.356 2.053
H -3.012 0.295 0.306
H -1.263 -1.649 -1.209
H -2.653 -0.707 -1.781
C 0.486 1.172 -3.608
H 0.043 1.790 -4.399
H 0.850 1.822 -2.810
H -1.540 0.025 -4.833
H -1.905 -1.180 -3.586
H -0.476 -2.143 -5.364
H 0.708 -0.128 -6.081
H 1.900 -1.320 -5.554
H 2.968 -1.160 0.804
H 3.478 0.035 -0.400
H 1.776 -0.073 0.055
```


(6)
Formula: C20H35AuBGeNO6S
Source: OMol25
Level of theory: ωB97M-V/def2-TZVPD

Output
Gap between HOMO and LUMO in eV: 4.497
Total charge: -2
Total energy in a.u.: -3925.0349

Structure (XYZ):
```
66
C20H35AuBGeNO6S ωB97M-V/def2-TZVPD
Au -2.617 -1.610 0.151
C 0.824 2.277 1.316
C 0.876 1.102 2.247
C 1.966 0.235 2.240
C 1.968 -0.900 3.030
C 0.875 -1.160 3.846
C -0.215 -0.304 3.881
C -0.206 0.824 3.076
S 0.796 -2.705 4.677
O -0.329 -2.665 5.578
O 2.089 -3.071 5.203
N 0.532 -3.711 3.419
C -0.805 -3.746 2.810
C -0.749 -4.451 1.464
C -2.173 -4.692 0.945
O -2.545 -5.856 0.780
O -2.898 -3.655 0.775
H 1.704 2.308 0.675
H 0.744 3.218 1.868
H -0.058 2.180 0.684
H 2.783 0.413 1.553
H 2.786 -1.606 2.984
H -1.068 -0.550 4.498
H -1.079 1.466 3.042
H 0.975 -4.607 3.572
H -1.141 -2.718 2.667
H -1.518 -4.237 3.477
H -0.267 -5.425 1.571
H -0.180 -3.846 0.755
C -1.330 1.861 -2.945
C -2.711 1.841 -2.297
C -3.759 2.343 -3.278
O -3.006 0.484 -1.958
B -2.620 0.243 -0.631
O -2.319 1.484 -0.030
C -2.743 2.533 -0.909
C -4.155 2.934 -0.479
C -1.815 3.730 -0.782
H -1.337 1.173 -3.790
H -0.566 1.501 -2.254
H -1.061 2.858 -3.302
H -3.643 1.817 -4.227
H -3.638 3.415 -3.463
H -4.766 2.158 -2.907
H -4.833 2.085 -0.564
H -4.543 3.763 -1.076
H -4.123 3.239 0.568
H -0.782 3.461 -0.990
H -1.870 4.130 0.233
H -2.117 4.517 -1.479
C 4.864 0.382 -1.110
Ge 3.240 -0.307 -2.111
C 3.175 0.950 -3.652
C 3.981 -1.999 -2.850
C 1.551 -0.518 -1.336
H 5.748 0.412 -1.758
H 5.085 -0.268 -0.257
H 4.681 1.390 -0.727
H 4.168 1.110 -4.083
H 2.776 1.917 -3.336
H 2.514 0.550 -4.424
H 4.960 -1.847 -3.315
H 3.289 -2.404 -3.591
H 4.088 -2.741 -2.055
H 1.041 0.436 -1.175
H 1.504 -1.142 -0.442
```


(7)
Formula: C20H35BNO10PS
Source: OMol25
Level of theory: ωB97M-V/def2-TZVPD

Output
Structure (SMILES): CS(=O)(=O)[C@@]1(CCCc2ccccc2)OC(=O)O[C@@]1(CB(O)O)P(=O)(O)O.CCN(CC)CC
Gap between HOMO and LUMO in eV: 7.964
Total charge: 0
Total energy in a.u.: -2354.6954

Structure (XYZ):
```
69
C20H35BNO10PS ωB97M-V/def2-TZVPD
C 0.349 -0.495 -0.052
S -0.636 0.926 0.563
O -1.217 1.673 -0.552
O 0.314 1.835 1.232
C -1.871 0.276 1.762
C -1.376 -0.497 3.053
C -0.487 0.331 4.039
C 1.072 0.186 3.886
C 1.591 -1.210 3.446
C 2.605 -1.234 2.371
C 3.183 -2.441 1.815
C 2.748 -3.732 2.367
C 1.783 -3.741 3.452
C 1.195 -2.499 3.995
O -2.461 1.517 2.255
C -3.787 1.396 2.668
O -4.464 2.129 3.281
O -4.217 0.173 2.135
C -3.207 -0.406 1.263
C -3.451 -1.966 1.429
B -4.832 -2.236 2.273
O -6.064 -2.464 1.617
O -4.885 -2.269 3.674
P -3.919 -0.040 -0.448
O -5.224 -0.686 -0.719
O -4.149 1.594 -0.707
O -2.807 -0.660 -1.554
H -0.071 -0.728 -1.072
H 0.234 -1.373 0.647
H 1.432 -0.213 -0.137
H -2.322 -0.765 3.612
H -0.947 -1.470 2.707
H -0.745 -0.019 5.082
H -0.712 1.435 4.052
H 1.516 0.382 4.909
H 1.548 0.962 3.224
H 2.937 -0.254 1.945
H 3.926 -2.400 0.979
H 3.155 -4.681 1.957
H 1.427 -4.708 3.890
H 0.429 -2.528 4.812
H -2.580 -2.555 1.812
H -3.671 -2.377 0.397
H -6.073 -3.365 1.251
H -3.999 -2.315 4.069
H -3.676 2.053 0.019
H -2.365 -1.428 -1.141
C 0.180 2.380 -3.359
C 1.501 2.805 -3.988
N 2.662 2.134 -3.421
C 3.927 2.737 -3.822
C 4.305 2.681 -5.304
C 2.631 0.680 -3.436
C 2.474 -0.018 -4.789
H 0.197 2.517 -2.277
H -0.634 2.986 -3.761
H -0.057 1.336 -3.575
H 1.602 3.883 -3.821
H 1.436 2.663 -5.076
H 4.738 2.292 -3.236
H 3.910 3.789 -3.518
H 4.634 1.685 -5.601
H 5.142 3.359 -5.493
H 3.486 2.989 -5.955
H 1.811 0.350 -2.789
H 3.532 0.296 -2.945
H 1.706 0.444 -5.412
H 2.178 -1.060 -4.631
H 3.409 -0.037 -5.347
```